{"formula": "C6H12O", "method": "wB97M-V/def2-TZVPD", "homo_lumo_gap_ev": 10.55, "charge": 0, "relative_energy_kj_mol": 64.7, "lumo_energy_ev": 1.1023, "homo_energy_ha": -0.347, "elements": ["O", "C", "C", "C", "C", "C", "C", "H", "H", "H", "H", "H", "H", "H", "H", "H", "H", "H", "H"], "positions_angstrom": [[0.81702, 1.62992, 0.07678], [-1.11048, 0.45803, 0.78974], [-0.84324, -1.61400, -0.75434], [1.84832, -0.50973, 0.10484], [0.81081, 0.36652, -0.58473], [-0.64753, -0.12800, -0.52348], [-0.41573, 1.84210, 0.75140], [-0.45379, -1.88270, -1.74222], [1.09806, 0.52342, -1.63318], [-1.22126, 0.42792, -1.27428], [1.97096, -1.47563, -0.39418], [-0.83575, 2.76430, 0.30342], [-2.19328, 0.43663, 0.95043], [-1.90776, -1.86758, -0.73279], [1.58029, -0.68038, 1.15423], [-0.28288, 2.03630, 1.80659], [-0.68351, -0.12204, 1.62901], [2.80940, 0.01496, 0.09584], [-0.33077, -2.22929, -0.00499]], "atomic_forces_ev_per_a": [[0.00, 0.03, 0.07], [-0.01, 0.06, -0.01], [0.00, -0.07, -0.03], [0.00, -0.10, -0.01], [0.05, -0.19, -0.13], [-0.03, 0.09, -0.18], [-0.16, -0.13, 0.66], [-0.06, -0.10, 0.13], [0.06, 0.02, 0.14], [0.20, -0.13, -0.26], [0.00, 0.09, 0.04], [-0.70, -0.89, 0.06], [0.13, 0.30, -0.26], [0.13, -0.01, 0.00], [0.00, -0.02, -0.17], [0.68, 0.69, 0.31], [-0.04, 0.32, -0.23], [-0.15, -0.11, -0.03], [-0.08, 0.16, -0.09]]}